26
Properties=species:S:1:pos:R:3:forces:R:3:nbo_charge:R:1 method="wB97M-V/def2-TZVPD" e_above_lowest_kcal_mol=232.86 orbital_gap_ev=8.8 max_force_ev_per_a=10.37 e_homo_ev=-8.217
H 0.784 -1.085 0.921 2.48 2.29 0.73 0.505
H -1.771 -1.367 -0.980 2.02 0.53 0.79 0.222
O 1.436 -0.269 0.912 -1.73 -1.96 0.67 -0.730
H -0.248 -2.584 -1.761 2.92 0.21 2.86 0.250
H 1.074 1.616 0.406 0.62 1.32 -0.53 0.188
H -1.312 0.838 -2.534 1.84 -1.26 2.44 0.223
C -0.499 0.315 -0.291 -0.67 -0.92 -2.91 -0.296
C 0.521 0.782 0.716 -1.83 -0.85 1.99 0.082
H 0.099 -3.035 0.255 1.11 1.43 -3.08 0.221
H -1.422 -0.774 3.283 4.25 4.15 -1.69 0.414
H 1.447 -1.749 -0.578 -3.39 -1.72 -1.11 0.277
C -0.268 1.142 2.129 2.02 1.29 0.28 -0.255
H 1.715 0.052 -2.459 -0.46 0.39 0.11 0.211
H 0.271 1.860 2.857 -0.31 -0.28 -2.08 0.194
H 0.530 -0.030 3.849 -4.47 0.00 -3.69 0.382
C -0.808 -1.200 -0.325 -1.91 0.16 0.88 -0.432
N -0.437 0.094 2.999 1.11 -7.32 7.25 -0.921
H 0.799 1.303 -3.517 0.36 -1.24 1.75 0.216
H -1.483 0.440 -0.011 -2.07 2.27 1.03 0.218
H 1.462 1.976 -1.961 0.04 -3.68 -1.19 0.171
C -0.413 0.835 -1.714 0.81 4.42 -3.60 -0.435
H -0.163 1.989 -1.875 -2.89 -1.39 2.04 0.237
H -1.333 -1.293 0.691 1.27 -0.82 -0.83 0.202
C 0.984 0.882 -2.439 1.33 3.06 -0.96 -0.616
C 0.296 -2.222 -0.680 -1.15 -1.53 0.45 -0.724
H -1.261 1.484 2.109 -1.31 1.45 -1.59 0.198